DFT (ωB97M-V with the def2-TZVPD basis set) results for a molecular structure, C2H3NO2 at a distorted geometry.

```
! RIJCOSX wB97M-V def2-TZVPD def2/J DEFGRID3
* xyz 0 1
C 0.74784 0.72438 0.02086
C 0.09260 -0.62733 0.00296
N 1.87805 0.11856 -0.01840
O 3.05408 0.25939 0.00608
O 1.39186 -1.19076 0.00895
H 0.57711 1.70805 -0.22334
H -0.54077 -0.83865 0.96625
H -0.49144 -0.77763 -0.92297
*
```

Summary:
* energy: -7702.8117 eV
* LUMO level: 0.0328 Ha
* energy above the lowest of the compared OMol25 structures with the same formula, charge and spin: 5.031 eV
* HOMO level: -0.3446 hartree
* Kohn-Sham gap: 0.377 hartree